This record from OMol25 describes a cluster of 5 separate species, C36H84BN4 in total in a non-equilibrium geometry. The level of theory is ωB97M-V with the def2-TZVPD basis set.

Element x y z (Å)
B -0.313 0.312 1.454
H -0.396 0.744 2.439
H 0.396 0.882 0.873
H 0.042 -0.700 1.577
H -1.252 0.208 0.934
C 3.975 -9.583 -8.776
C 3.495 -8.684 -7.687
C 3.134 -7.290 -8.254
N 2.508 -6.202 -7.240
C 3.581 -5.942 -6.149
C 3.060 -5.089 -5.022
C 2.530 -3.774 -5.625
C 1.596 -3.863 -6.867
C 1.958 -4.895 -7.978
C 1.266 -6.871 -6.623
H 3.299 -9.481 -9.625
H 3.888 -10.609 -8.418
H 5.022 -9.438 -9.042
H 4.284 -8.499 -6.958
H 2.663 -9.095 -7.114
H 2.367 -7.435 -9.014
H 3.995 -6.806 -8.716
H 4.437 -5.459 -6.621
H 4.008 -6.901 -5.856
H 3.762 -4.870 -4.218
H 2.274 -5.656 -4.522
H 3.377 -3.099 -5.750
H 2.081 -3.185 -4.826
H 1.776 -2.912 -7.368
H 0.566 -3.853 -6.511
H 2.884 -4.530 -8.423
H 1.262 -5.235 -8.745
H 0.833 -7.449 -7.440
H 0.502 -6.250 -6.154
H 1.661 -7.576 -5.892
C 4.684 -5.326 6.420
C 4.552 -4.021 5.687
C 5.936 -3.322 5.774
N 5.947 -1.933 5.139
C 7.262 -1.221 5.649
C 7.609 0.050 4.846
C 7.397 -0.080 3.248
C 6.064 -0.683 2.883
C 5.784 -1.979 3.606
C 4.751 -1.057 5.744
H 3.778 -5.819 6.772
H 5.253 -5.258 7.348
H 5.328 -6.016 5.874
H 3.712 -3.415 6.026
H 4.282 -4.144 4.638
H 6.758 -3.841 5.282
H 6.355 -3.227 6.775
H 7.934 -2.057 5.455
H 7.360 -1.080 6.726
H 8.535 0.532 5.158
H 6.911 0.792 5.233
H 8.121 -0.657 2.673
H 7.672 0.908 2.878
H 6.061 -0.585 1.797
H 5.304 0.065 3.111
H 6.585 -2.603 3.209
H 4.839 -2.455 3.345
H 4.706 -0.090 5.243
H 4.780 -1.101 6.833
H 3.804 -1.538 5.500
C -7.592 -2.750 2.264
C -8.074 -1.418 1.781
C -8.699 -1.304 0.349
N -8.972 0.143 -0.081
C -9.868 0.877 0.947
C -10.441 2.226 0.390
C -10.924 2.154 -1.030
C -10.038 1.413 -2.070
C -9.572 0.024 -1.518
C -7.647 0.953 -0.076
H -6.737 -2.610 2.925
H -7.238 -3.258 1.367
H -8.373 -3.422 2.619
H -7.066 -1.054 1.583
H -8.522 -0.712 2.481
H -9.625 -1.878 0.370
H -8.058 -1.668 -0.454
H -10.797 0.319 1.065
H -9.457 0.966 1.952
H -11.237 2.472 1.092
H -9.770 3.075 0.263
H -11.810 1.521 -0.975
H -11.419 3.070 -1.353
H -10.604 1.218 -2.980
H -9.189 2.062 -2.286
H -10.453 -0.618 -1.523
H -8.887 -0.444 -2.224
H -6.976 0.430 -0.758
H -7.238 1.038 0.930
H -7.905 2.006 -0.190
C -0.388 7.411 4.947
C -0.793 7.444 3.461
C 0.265 8.166 2.687
N -0.024 8.590 1.191
C 0.290 7.383 0.253
C 1.784 6.905 0.280
C 2.780 8.090 0.195
C 2.270 9.491 0.982
C 0.787 9.755 0.684
C -1.533 8.856 0.959
H 0.539 6.840 4.982
H -1.081 6.723 5.431
H -0.212 8.341 5.488
H -1.787 7.888 3.415
H -0.958 6.396 3.213
H 1.244 7.691 2.622
H 0.545 9.115 3.144
H -0.271 6.476 0.476
H -0.086 7.648 -0.736
H 1.822 6.374 1.231
H 1.805 6.252 -0.593
H 3.830 7.969 0.465
H 2.861 8.445 -0.832
H 2.499 9.431 2.046
H 2.939 10.268 0.611
H 0.488 10.657 1.217
H 0.404 10.067 -0.288
H -1.684 9.097 -0.093
H -1.644 9.658 1.689
H -2.086 7.981 1.299

LUMO energy ... -3.98 eV
Molar mass ... 583.908 g/mol
Orbital gap ... 0.2415 Ha
Charge ... +3
Energy above the lowest of the compared OMol25 structures with the same formula, charge and spin ... 7.4183 eV



This record from OMol25 describes a cluster of 11 separate species, C36H85N11O10 in total in a non-equilibrium geometry. The level of theory is ωB97M-V with the def2-TZVPD basis set.

Element x y z (Å)
C -2.120 0.351 7.848
C -1.731 1.511 6.949
N -1.156 1.046 5.671
C 0.273 1.352 5.648
C 1.112 0.607 6.671
C -1.757 1.788 4.561
C -3.168 1.240 4.293
H -2.786 -0.336 7.315
H -2.582 0.604 8.803
H -1.280 -0.300 8.106
H -2.559 2.207 6.805
H -1.026 2.125 7.524
H 0.674 1.010 4.687
H 0.522 2.423 5.684
H 0.980 0.927 7.713
H 0.855 -0.453 6.740
H 2.192 0.690 6.543
H -1.241 1.562 3.626
H -1.843 2.869 4.719
H -3.856 1.552 5.080
H -3.181 0.168 4.117
H -3.549 1.746 3.398
C 1.857 6.837 1.019
N 2.723 5.925 0.261
C 2.966 4.606 0.521
C 2.277 3.972 1.688
O 3.749 4.016 -0.218
H 0.809 6.557 0.899
H 2.088 7.797 0.559
H 2.065 6.916 2.086
H 3.171 6.336 -0.535
H 1.306 3.610 1.346
H 2.245 4.673 2.518
H 2.758 3.044 1.993
C -0.001 0.343 -6.433
N 1.191 -0.221 -7.021
C 1.785 -1.360 -6.655
C 0.982 -2.283 -5.755
O 2.844 -1.744 -7.145
H 0.029 1.433 -6.412
H -0.204 0.052 -5.399
H -0.985 0.113 -6.859
H 1.708 0.412 -7.608
H 1.063 -1.883 -4.730
H 1.476 -3.234 -5.558
H -0.073 -2.385 -5.995
C -0.511 -1.876 4.557
N -0.604 -3.123 3.806
C -0.158 -3.337 2.568
C -0.412 -4.730 2.002
O 0.528 -2.501 1.967
H -0.224 -2.055 5.585
H -1.461 -1.382 4.360
H 0.229 -1.207 4.124
H -1.091 -3.918 4.191
H 0.114 -4.861 1.064
H -1.497 -4.803 1.880
H -0.124 -5.510 2.707
C -2.159 -1.583 0.956
N -2.337 -2.665 -0.020
C -3.483 -3.091 -0.551
C -4.786 -2.410 -0.182
O -3.500 -4.097 -1.278
H -2.856 -1.744 1.777
H -2.375 -0.612 0.511
H -1.120 -1.648 1.271
H -1.549 -3.174 -0.398
H -4.666 -1.350 0.054
H -5.266 -2.899 0.665
H -5.477 -2.432 -1.022
C 6.024 1.112 -0.968
N 6.538 0.273 0.115
C 5.832 -0.446 1.036
C 4.335 -0.472 1.027
O 6.440 -0.959 1.961
H 6.329 2.122 -0.674
H 4.959 1.081 -1.147
H 6.595 0.911 -1.877
H 7.524 0.270 0.308
H 4.013 -0.213 -0.005
H 3.969 0.427 1.520
H 3.869 -1.453 0.988
C 5.369 -3.859 -0.806
N 4.701 -4.756 0.124
C 4.670 -4.496 1.456
C 3.887 -5.481 2.288
O 5.202 -3.520 1.950
H 5.451 -2.831 -0.458
H 4.910 -3.974 -1.784
H 6.435 -4.097 -0.905
H 4.392 -5.633 -0.250
H 2.861 -5.168 2.488
H 4.338 -5.761 3.235
H 3.780 -6.393 1.687
C -0.492 4.515 -0.922
N -1.605 4.995 -0.107
C -1.779 4.643 1.179
C -3.027 5.213 1.837
O -0.987 4.019 1.877
H -0.718 3.603 -1.472
H 0.437 4.475 -0.368
H -0.401 5.272 -1.706
H -2.207 5.723 -0.442
H -3.434 4.443 2.485
H -3.781 5.475 1.084
H -2.876 6.182 2.312
C -5.115 -3.326 -4.845
N -4.019 -2.911 -3.995
C -3.102 -2.032 -4.379
C -1.929 -1.815 -3.453
O -3.093 -1.526 -5.514
H -5.904 -3.742 -4.226
H -4.757 -4.117 -5.515
H -5.384 -2.529 -5.532
H -3.874 -3.358 -3.089
H -2.125 -1.006 -2.749
H -0.997 -1.742 -3.999
H -1.877 -2.672 -2.773
C -2.714 1.665 -3.705
N -3.148 1.409 -5.063
C -2.994 2.308 -6.046
C -3.463 1.872 -7.422
O -2.453 3.397 -5.909
H -1.718 1.277 -3.460
H -3.410 1.216 -2.998
H -2.563 2.735 -3.568
H -3.287 0.441 -5.344
H -3.658 2.807 -7.946
H -4.337 1.227 -7.463
H -2.626 1.415 -7.951
C 0.359 0.878 0.236
N 0.749 -0.407 -0.297
C 0.866 -0.791 -1.577
C 1.477 -2.195 -1.730
O 0.639 -0.126 -2.574
H -0.466 0.905 0.949
H 0.177 1.572 -0.586
H 1.204 1.315 0.774
H 1.394 -0.856 0.339
H 1.164 -2.643 -2.673
H 1.056 -2.802 -0.923
H 2.562 -2.303 -1.722

LUMO energy ... 0.13 eV
Molar mass ... 832.143 g/mol
Structure (SMILES) ... CCN(CC)CC.CNC(C)=O.CNC(C)=O.CNC(C)=O.CNC(C)=O.CNC(C)=O.CNC(C)=O.CNC(C)=O.CNC(C)=O.CNC(C)=O.CNC(C)=O
Orbital gap ... 0.3228 Ha
Energy above the lowest of the compared OMol25 structures with the same formula, charge and spin ... 1.1622 eV